DFT (ωB97M-V/def2-TZVPD) results for an isolated ion of composition C13H22ClNO3PS and charge -1 in a non-equilibrium geometry.

Each atom is followed by the atoms it is bonded to, with distances in Å.
Positions of all 42 atoms, in Å:
1 C -3.182 -0.719 -1.941  C12 1.377, C23 1.383, H28 1.087
2 O 4.195 -1.781 3.037  S20 1.430
3 H -2.420 2.139 1.785  C37 1.101
4 Cl 2.763 0.311 4.240  S20 2.068
5 H -0.799 -2.269 -3.774  C9 1.088
6 H 2.004 -2.161 1.147  C22 1.097
7 C -2.411 0.101 1.297  O25 1.213, C37 1.542, N39 1.464
8 O 2.072 -2.505 3.908  S20 1.428
9 C -1.351 -1.928 -2.901  H5 1.088, C21 1.379, C23 1.368
10 C 1.909 1.760 -0.419  H11 1.100, H13 1.104, C19 1.553, P30 1.926
11 H 2.561 2.386 -1.046  C10 1.100
12 C -2.717 -1.086 -0.698  C1 1.377, C15 1.380, N39 1.459
13 H 2.044 2.145 0.606  C10 1.104
14 H 0.003 -2.868 -1.481  C21 1.087
15 C -1.590 -1.866 -0.531  C12 1.380, H17 1.085, C21 1.378
16 H 3.351 0.582 1.490  C31 1.094
17 H -1.232 -2.160 0.451  C15 1.085
18 H 0.308 3.471 -0.857  P30 1.486
19 C 2.425 0.298 -0.509  C10 1.553, H26 1.100, C31 1.556, H40 1.100
20 S 2.807 -1.490 3.223  O2 1.430, Cl4 2.068, O8 1.428, C22 1.821
21 C -0.896 -2.280 -1.648  C9 1.379, H14 1.087, C15 1.378
22 C 2.086 -1.159 1.584  H6 1.097, S20 1.821, C31 1.540, H34 1.097
23 C -2.469 -1.153 -3.044  C1 1.383, C9 1.368, H24 1.088
24 H -2.834 -0.844 -4.021  C23 1.088
25 O -1.848 -0.417 2.237  C7 1.213
26 H 1.689 -0.413 -0.911  C19 1.100
27 H -4.082 0.042 0.184  N39 1.019
28 H -4.072 -0.105 -2.050  C1 1.087
29 H -1.253 2.316 -1.519  P30 1.472
30 P 0.092 2.008 -1.009  C10 1.926, H18 1.486, H29 1.472, H33 1.465, H38 1.480, C41 1.934
31 C 3.043 -0.226 0.820  H16 1.094, C19 1.556, C22 1.540, H36 1.097
32 H -0.355 2.783 1.303  C41 1.102
33 H -0.134 0.574 -1.203  P30 1.465
34 H 1.075 -0.758 1.728  C22 1.097
35 H -2.605 1.890 0.023  C37 1.101
36 H 3.930 -0.823 0.574  C31 1.097
37 C -2.064 1.556 0.921  H3 1.101, C7 1.542, H35 1.101, C41 1.543
38 H 0.587 2.123 -2.399  P30 1.480
39 N -3.400 -0.640 0.511  C7 1.464, C12 1.459, H27 1.019
40 H 3.264 0.296 -1.220  C19 1.100
41 C -0.548 1.818 0.806  P30 1.934, H32 1.102, C37 1.543, H42 1.096
42 H 0.054 1.052 1.307  C41 1.096

Computed properties:
Spin multiplicity: 1
Net charge: -1
Max |F|, eV/A: 1.8
E, hartree: -1988.660717